The molecule C4H5NO in a non-equilibrium geometry. Source: OMol25; level of theory: ωB97M-V with the def2-TZVPD basis set.

Structure (XYZ):
```
11
Properties=species:S:1:pos:R:3:lowdin_charge:R:1
N -0.7757 -0.8689 -0.3236 0.043
C -0.1578 -0.2661 0.8876 -0.164
C 1.1691 -0.4343 0.0369 -0.108
O 1.6104 0.9488 0.4519 -0.112
C 0.2038 1.0982 0.3111 -0.263
C 0.0718 0.2012 -0.9149 -0.163
H -1.7934 -0.9260 -0.4682 0.172
H -0.3764 -0.6242 1.8928 0.140
H 0.0213 -1.6797 -0.4342 0.178
H -0.2048 2.0979 0.5183 0.137
H 0.1170 0.3774 -1.9888 0.140
```

Properties
- Largest force on an atom: 1.9 eV/A
- Net charge: 0
- Spin multiplicity: 1
- E_tot: -7758.9842 eV